[1]
# C47H75ClN9O2P3SSi2

A structure of composition C47H75ClN9O2P3SSi2 (wB97M-V/def2-TZVPD, the OMol25 dataset).

```
140
Properties=species:S:1:pos:R:3
C -2.00296 4.90400 2.16456
C -2.55212 3.60930 2.82264
O -3.76538 3.12536 2.24418
Si -3.49226 1.83549 1.14858
Cl -5.39101 1.31683 0.44731
O -2.67538 0.64354 2.01973
Si -2.29324 -0.81441 1.16982
C -1.06691 -0.62089 -0.26100
C 0.39048 -0.19052 0.20043
C 1.04810 0.81683 -0.82647
C 1.31138 -1.47333 0.18730
P -3.99374 -1.99471 0.42944
C -5.46369 -1.95075 1.58615
C -4.46582 -1.58651 -1.33671
P -1.25074 -2.10086 2.68949
C -1.97570 -3.81098 2.47108
C -1.80655 -1.54201 4.39232
C -1.26738 -0.12010 4.76997
P -2.36207 2.68585 -0.56549
S -3.06145 2.09968 -2.32258
H -1.21077 5.29770 2.83352
H -2.77753 5.68870 2.12966
H -1.52297 4.75470 1.18742
H -2.78986 3.86740 3.87217
H -1.73019 2.86922 2.87254
H -0.92969 -1.64103 -0.68404
H -1.43226 -0.00547 -1.10553
H 0.34463 0.23912 1.21492
H 1.07707 1.80957 -0.33407
H 0.40899 0.94445 -1.72043
H 2.07210 0.51705 -1.08064
H 0.74836 -2.40311 0.35305
H 1.77332 -1.56372 -0.81588
H 2.14188 -1.31518 0.89308
H -5.33930 -1.24072 2.41960
H -5.70933 -2.96267 1.94388
H -6.34323 -1.59845 1.01352
H -4.23530 -2.48259 -1.94379
H -3.86205 -0.77124 -1.77668
H -5.54169 -1.38243 -1.47715
H -1.44205 -4.58914 3.04150
H -3.01546 -3.80324 2.86221
H -2.05809 -4.07162 1.40612
H -2.90629 -1.57955 4.51372
H -1.40402 -2.26418 5.13090
H -2.09685 0.60178 4.78634
H -0.47499 0.19956 4.06963
H -0.79408 -0.15074 5.76678
H -0.95879 2.49548 -0.43404
H -2.57574 4.09955 -0.51932
N -2.33790 4.81418 -4.47011
C -1.10165 5.37696 -4.31423
C -0.99133 6.41111 -5.20998
C -2.21134 6.47577 -5.92961
C -3.02230 5.47891 -5.44762
H -2.68928 4.03012 -3.94316
H -0.40851 4.99431 -3.58294
H -0.13123 7.04973 -5.33294
H -2.46668 7.17344 -6.71056
H -4.02381 5.18621 -5.71590
N -2.42250 -6.60948 -0.02182
C -1.11940 -6.70373 -0.42521
C -0.64260 -7.92460 -0.02394
C -1.70087 -8.59408 0.64262
C -2.78692 -7.75787 0.62597
H -3.02028 -5.81782 -0.17680
H -0.64516 -5.89722 -0.95913
H 0.35563 -8.29451 -0.19263
H -1.67099 -9.57739 1.08468
H -3.78238 -7.87998 1.01846
N -8.38020 5.84842 -5.95729
C -7.21814 5.12679 -5.95835
C -7.03950 4.61371 -4.69934
C -8.13890 5.03800 -3.91026
C -8.95064 5.79628 -4.71450
H -8.75626 6.33966 -6.74581
H -6.62079 5.04229 -6.85099
H -6.21183 4.00059 -4.38037
H -8.31537 4.81287 -2.87120
H -9.87969 6.30155 -4.51039
N 1.34305 -4.00642 4.43402
C 2.64212 -4.10957 4.02048
C 3.11433 -5.33528 4.41652
C 2.05713 -5.99801 5.09032
C 0.97606 -5.15374 5.08314
H 0.74888 -3.21061 4.28283
H 3.11676 -3.30576 3.48277
H 4.10782 -5.71390 4.24018
H 2.08489 -6.98186 5.52960
H -0.01803 -5.27012 5.48282
N 2.04544 5.43463 4.83493
C 2.72360 6.60430 5.05340
C 3.20035 7.04796 3.84647
C 2.78644 6.11392 2.86330
C 2.07543 5.13059 3.50194
H 1.59592 4.88570 5.54348
H 2.81027 7.01622 6.04466
H 3.78013 7.94227 3.68802
H 2.98750 6.15534 1.80413
H 1.59116 4.24542 3.12300
N 4.91195 3.66198 0.84594
C 5.76192 2.59292 0.87926
C 5.80533 2.04611 -0.37739
C 4.95338 2.82087 -1.20399
C 4.41734 3.81241 -0.42047
H 4.68519 4.24594 1.63264
H 6.25864 2.31080 1.79228
H 6.38585 1.18463 -0.66642
H 4.75387 2.66748 -2.25339
H 3.72716 4.60743 -0.65366
N 4.79466 -2.44587 -2.86422
C 5.33627 -3.69169 -2.69904
C 5.99870 -3.70674 -1.49839
C 5.84609 -2.42290 -0.91495
C 5.09651 -1.66770 -1.77981
H 4.25912 -2.14890 -3.65783
H 5.20552 -4.45560 -3.44701
H 6.53210 -4.54675 -1.08468
H 6.23980 -2.09057 0.03188
H 4.75237 -0.64802 -1.71669
N 1.46235 -10.74426 1.01108
C 2.76604 -10.84029 0.60860
C 3.24226 -12.06195 1.01056
C 2.18319 -12.72968 1.67656
C 1.09720 -11.89245 1.65871
H 0.86516 -9.95297 0.85514
H 3.24085 -10.03431 0.07442
H 4.23968 -12.43454 0.84381
H 2.21318 -13.71231 2.11828
H 0.10103 -12.01401 2.05016
N 3.83724 5.46200 -3.63107
C 5.05960 6.07054 -3.52752
C 5.10312 7.08691 -4.44683
C 3.85877 7.09596 -5.12744
C 3.09754 6.08450 -4.60137
H 3.53174 4.68167 -3.08069
H 5.78916 5.72751 -2.81266
H 5.93598 7.75077 -4.61135
H 3.55530 7.76798 -5.91347
H 2.09802 5.75433 -4.83322
```

Calculated values
HOMO (eV): -8.1
Molecular weight (g mol⁻¹): 1014.79
Charge: 0
E_LUMO (eV): -0.195
Total energy (eV): -134443.1244

Here are the Löwdin charges for atoms 1 to 5, given in e:
1. C -0.087
2. C -0.329
3. O -0.257
4. Si -0.081
5. Cl 0.396

=====

[2]
# C47H76Br19F9IN2O5

A cluster of 10 separate species, C47H76Br19F9IN2O5 in total (wB97M-V/def2-TZVPD, the OMol25 dataset).

```
159
Properties=species:S:1:pos:R:3
C 3.99009 4.84817 2.47071
C 2.92183 5.74087 1.83879
C 2.26202 5.07667 0.63180
C 1.00344 4.25577 1.00131
C 0.96892 2.91402 0.27247
C -0.14844 1.93689 0.68399
C -1.25087 1.68940 -0.33374
C -1.92745 0.28676 -0.53714
C -1.43445 -0.22090 -1.92386
C -0.00973 -0.72373 -2.03263
O 0.93895 0.29829 -1.72623
C 2.02764 -0.10320 -0.93587
C 3.05929 -0.87417 -1.74275
F 2.51044 -1.94852 -2.36124
F 3.56877 -0.06565 -2.70637
C 4.24770 -1.33162 -0.85898
F 3.77733 -1.80106 0.32151
F 4.98782 -0.23767 -0.59563
C 5.16190 -2.43785 -1.47128
F 6.41132 -2.22196 -0.99709
F 5.21419 -2.34556 -2.81265
C 4.81226 -3.89235 -1.09182
F 5.22928 -4.15536 0.15933
F 3.47722 -4.09587 -1.16004
C -1.48786 -0.85378 0.40847
C -1.71309 -0.83897 1.90398
C -0.77638 -1.66233 2.75513
O -0.70776 -0.26156 2.68818
C -3.51554 0.61161 -0.61361
Br -4.16577 0.65025 -2.54683
C -4.40817 -0.51048 -0.04062
C -5.78672 -0.19166 0.54499
C -6.89090 0.15595 -0.36839
O -6.74085 -1.16150 0.34643
C -3.69617 2.04242 -0.08651
I -3.56242 1.98904 2.11707
C -4.91731 2.87169 -0.48729
C -6.02865 3.24708 0.50064
C -5.80302 4.57563 1.19358
F -6.88474 4.86253 1.99938
N -2.34799 2.79651 -0.50906
C -2.30926 3.30571 -1.89572
C -1.11278 4.18164 -2.22639
O -0.57680 4.05881 -3.27960
N -2.13098 3.80303 0.46950
C -2.40101 4.97873 0.26044
O -2.69361 6.05949 0.09586
H 4.32186 5.25324 3.41768
H 4.84682 4.79422 1.80131
H 3.60648 3.83427 2.59366
H 2.18081 6.06237 2.56998
H 3.42047 6.64171 1.47722
H 2.97591 4.44169 0.10717
H 1.95712 5.85279 -0.07072
H 1.04059 4.04287 2.06975
H 0.14500 4.87159 0.74800
H 1.91090 2.43715 0.54967
H 1.01795 3.03991 -0.81238
H 0.30759 0.95264 0.77919
H -0.51306 2.16603 1.68240
H -0.68692 1.78181 -1.25881
H -1.54316 0.54031 -2.68607
H -2.04114 -1.09132 -2.17014
H 0.19081 -1.62595 -1.45522
H 0.12108 -1.00853 -3.07850
H 1.71558 -0.68433 -0.06596
H 2.52492 0.79517 -0.57368
H 5.31172 -4.56052 -1.79496
H -1.91886 -1.78357 0.04181
H -0.39902 -0.88898 0.36819
H -2.72786 -0.76378 2.26666
H -1.36017 -2.08190 3.56192
H -0.15505 -2.22723 2.07888
H -3.90934 -1.08307 0.72962
H -4.68137 -1.21830 -0.81945
H -5.81149 0.29512 1.52046
H -7.76003 0.62287 0.07354
H -6.90736 -0.15261 -1.40138
H -5.38324 2.42122 -1.35493
H -4.57107 3.84094 -0.85324
H -6.91585 3.41546 -0.11393
H -6.32126 2.46696 1.19573
H -5.71928 5.36316 0.43838
H -4.89194 4.60535 1.79417
H -2.29621 2.48104 -2.59446
H -3.20402 3.88210 -2.12824
H -0.77620 4.94548 -1.51154
Br 9.86169 0.43614 -3.68484
C 8.41358 0.14691 -2.41806
C 7.33373 1.18490 -2.56233
Br 7.83791 2.89480 -1.78815
H 8.85387 0.14363 -1.42640
H 8.02037 -0.84049 -2.64728
H 6.43807 0.87973 -2.02835
H 7.08743 1.37751 -3.59966
Br -10.15322 -1.31806 0.29790
C -9.23125 -2.95925 0.80780
C -10.15029 -3.93739 1.48167
Br -10.54094 -3.41655 3.31412
H -8.40421 -2.65733 1.43864
H -8.85440 -3.36930 -0.12272
H -9.66941 -4.91055 1.54675
H -11.10333 -4.03127 0.97214
Br 5.32471 6.56136 -1.35505
C 4.35495 7.47974 -2.76599
C 2.86777 7.40514 -2.55151
Br 2.16183 5.64215 -2.98607
H 4.65732 7.02415 -3.70289
H 4.69486 8.51201 -2.73654
H 2.34584 8.09701 -3.20802
H 2.59633 7.60520 -1.51976
Br 6.71682 -0.90940 -5.40767
C 5.17761 -1.82830 -6.15944
C 5.48622 -3.26558 -6.48393
Br 6.56692 -3.43422 -8.08723
H 4.87615 -1.26307 -7.03472
H 4.39985 -1.76968 -5.40034
H 4.56772 -3.81118 -6.68760
H 6.03392 -3.75599 -5.68582
Br 8.92419 -6.86069 4.43825
C 7.60705 -6.57165 3.04114
C 6.53943 -5.59944 3.46652
Br 5.27274 -6.40178 4.70373
H 7.19834 -7.54453 2.79002
H 8.15975 -6.17590 2.19232
H 5.95025 -5.28444 2.60868
H 6.95447 -4.72982 3.96515
Br 2.43844 -2.75182 3.01620
C 3.81967 -1.53623 3.64708
C 3.25573 -0.19491 4.02930
Br 2.81973 0.88719 2.46655
H 4.55767 -1.46280 2.85538
H 4.26082 -2.02318 4.51364
H 3.99304 0.38343 4.58034
H 2.34399 -0.27738 4.61116
Br -8.67347 -7.74986 0.86927
C -6.99555 -7.61018 -0.09914
C -6.01436 -6.71127 0.60019
Br -6.46725 -4.82762 0.37834
H -7.24195 -7.26417 -1.09770
H -6.60744 -8.62460 -0.15388
H -5.02385 -6.82728 0.16731
H -5.96998 -6.89370 1.66842
Br 6.97971 5.41452 4.54742
C 7.04023 7.27913 5.09384
C 6.69981 7.44679 6.54966
Br 4.79190 7.24437 6.86917
H 6.35429 7.81543 4.44678
H 8.05761 7.60976 4.89970
H 6.95031 8.45025 6.88461
H 7.20003 6.71647 7.17613
Br -9.64498 -8.30893 -3.34677
C -10.61327 -9.93153 -2.89083
C -10.18955 -10.46320 -1.54757
Br -8.44004 -11.30837 -1.61358
H -10.43433 -10.63501 -3.69660
H -11.66484 -9.65622 -2.87177
H -10.87911 -11.23313 -1.21000
H -10.12099 -9.67905 -0.80106
```

Calculated values
ΔE to the lowest compared entry with this formula, charge and spin (kcal/mol): 0.00
HOMO (eV): -11.2
Molecular weight (g mol⁻¹): 2565.20
Charge: +1
E_LUMO (eV): -3.594
Total energy (eV): -1426543.3144

Here are the Löwdin charges for atoms 1 to 5, given in e:
1. C -0.115
2. C -0.259
3. C -0.237
4. C -0.186
5. C -0.200

=====

[3]
# C47H77ClFN17O3

A cluster of 14 separate species, C47H77ClFN17O3 in total (wB97M-V/def2-TZVPD, the OMol25 dataset).

```
146
Properties=species:S:1:pos:R:3
C 3.11295 0.64253 -1.45778
C 3.70532 -0.49766 -0.57620
N 3.10857 -0.42851 0.77728
C 2.47728 -1.67702 1.22114
C 1.13777 -1.30999 1.90227
N 0.27706 -0.66858 0.90602
C -0.38491 0.44624 1.28131
N 0.07897 1.32086 2.19648
N -1.58805 0.48310 0.61526
C -2.57004 1.48271 1.04014
C -2.86381 2.62385 0.02214
C -1.69644 3.13198 -0.85538
C -0.43979 3.55291 -0.06119
C -1.35612 2.20162 -2.03147
C -1.96563 -0.95222 0.69311
C -3.28065 -1.40185 0.04993
C -3.65785 -0.77581 -1.29276
C -5.14232 -1.16362 -1.56510
Cl -2.66932 -1.38925 -2.66469
C -2.10008 -1.45427 2.16533
O -2.01915 -2.68383 2.36601
O -2.30693 -0.59780 3.06069
C -0.67061 -1.50058 0.09745
C -0.45126 -3.01562 -0.03671
C 0.28080 -3.37712 -1.33938
C 1.24529 -4.55116 -1.15274
F -0.62487 -3.77987 -2.32342
C 3.96763 0.09234 1.73738
C 4.89296 1.24696 1.35944
O 3.99447 -0.29990 2.88947
H 3.85424 1.08760 -2.12412
H 2.22014 0.28750 -1.97837
H 2.76117 1.42806 -0.77940
H 3.42991 -1.42427 -1.08497
H 4.79816 -0.47068 -0.57187
H 3.10636 -2.27966 1.88361
H 2.21042 -2.31777 0.37609
H 1.40282 -0.59811 2.68444
H 0.68875 -2.19204 2.36580
H -0.23142 1.28534 3.14728
H 0.76813 2.00055 1.94170
H -3.52999 1.01935 1.27612
H -2.25851 1.95842 1.97122
H -3.18024 3.48274 0.62997
H -3.69430 2.39876 -0.65614
H -2.05855 4.05647 -1.32803
H -0.64110 3.62788 1.01184
H 0.35462 2.79723 -0.15662
H -0.02376 4.47926 -0.46472
H -2.24940 1.80588 -2.50560
H -0.70359 2.71162 -2.74737
H -0.78752 1.32177 -1.69681
H -3.31799 -2.48634 -0.08393
H -4.07652 -1.17130 0.76954
H -3.60837 0.31147 -1.30714
H -5.75537 -0.25309 -1.54344
H -5.28572 -1.61695 -2.54383
H -5.52013 -1.78180 -0.75200
H -0.50493 -1.12005 -0.92059
H -0.00055 -3.48503 0.83717
H -1.44807 -3.45340 -0.13683
H 0.88988 -2.54151 -1.71454
H 2.01437 -4.31977 -0.41189
H 0.71383 -5.46310 -0.86417
H 1.76070 -4.71975 -2.10114
H 4.79689 2.00682 2.13735
H 4.62335 1.71102 0.40954
H 5.91824 0.87046 1.36485
C 3.22986 1.96335 5.90954
C 2.25830 1.65420 4.86899
N 1.50091 1.40987 4.03905
H 4.20558 1.56897 5.62995
H 3.31471 3.03956 6.03810
H 2.92090 1.51161 6.85100
C 3.20372 5.88861 7.67843
C 4.34945 5.26163 7.02825
N 5.25185 4.76783 6.51687
H 3.53308 6.74556 8.26272
H 2.48784 6.21949 6.92099
H 2.72116 5.17214 8.34276
C -2.14772 -0.10334 -6.78471
C -2.32543 0.77990 -5.63635
N -2.46523 1.47510 -4.73270
H -1.63373 -1.01283 -6.47865
H -3.11761 -0.36633 -7.20375
H -1.55518 0.40253 -7.54305
C 7.93295 3.75154 9.01937
C 6.90726 4.37191 9.85334
N 6.09122 4.86285 10.49494
H 8.73587 4.46184 8.83223
H 8.34056 2.87697 9.52324
H 7.49682 3.44873 8.06861
C 3.71391 -7.36506 1.03332
C 3.78838 -6.68906 -0.26185
N 3.84650 -6.14508 -1.27201
H 3.41641 -6.65964 1.80041
H 2.98176 -8.17015 0.98779
H 4.68181 -7.78043 1.28918
C -6.99740 -3.91008 1.78203
C -7.33595 -3.54822 0.40660
N -7.60338 -3.24768 -0.66958
H -6.12431 -4.56018 1.78995
H -6.77898 -3.01196 2.35754
H -7.83344 -4.43284 2.24266
C -0.69528 3.80407 -7.58293
C -0.05086 2.56131 -7.99501
N 0.45768 1.58266 -8.31963
H -0.08172 4.64998 -7.90252
H -1.67871 3.88075 -8.04510
H -0.80983 3.82106 -6.49959
C -6.72434 -7.71254 1.10539
C -7.82822 -7.25130 1.94647
N -8.67770 -6.84294 2.60276
H -6.04295 -6.88840 0.91175
H -6.18064 -8.50880 1.60884
H -7.10458 -8.08672 0.15728
C -0.64816 5.29760 5.74822
C 0.39862 6.30574 5.59284
N 1.22238 7.09756 5.47065
H -0.27695 4.46705 6.34667
H -1.51186 5.73582 6.24442
H -0.94943 4.92462 4.77109
C 1.07030 4.35760 -11.35640
C 0.88227 5.24361 -10.21269
N 0.73428 5.93555 -9.30692
H 1.57995 3.44756 -11.04335
H 0.09892 4.09866 -11.77549
H 1.66622 4.85690 -12.11822
C -2.92280 7.22392 -10.30809
C -2.51057 6.13820 -11.19348
N -2.18639 5.28327 -11.88787
H -2.65435 8.18171 -10.74932
H -4.00028 7.18938 -10.15808
H -2.42310 7.12290 -9.34615
C 6.09775 -4.67136 3.71707
C 5.50154 -6.00115 3.60580
N 5.02921 -7.04441 3.51799
H 6.22822 -4.24046 2.72581
H 5.44913 -4.02365 4.30420
H 7.06771 -4.74199 4.20537
C -2.92737 -5.61147 0.20336
C -3.36678 -6.99843 0.03322
N -3.70511 -8.08884 -0.10023
H -2.90979 -5.10882 -0.76350
H -3.60777 -5.08171 0.86880
H -1.92830 -5.58985 0.63431
```

Calculated values
HOMO (eV): -8.4
Molecular weight (g mol⁻¹): 982.70
Charge: 0
E_LUMO (eV): 0.039
Total energy (eV): -96697.7525

Here are the Löwdin charges for atoms 1 to 5, given in e:
1. C -0.068
2. C -0.195
3. N -0.048
4. C -0.123
5. C -0.085